This record from OMol25 describes a single C4H5NO2 molecule at a distorted geometry. The level of theory is ωB97M-V/def2-TZVPD.

```
12
C4H5NO2 ωB97M-V/def2-TZVPD
C -0.7129 1.2230 0.8570
O -1.2447 1.2215 -0.3651
C -0.6653 0.1538 -0.9872
H -0.9619 0.0113 -2.0118
C 1.1286 -1.5703 -0.4888
H 2.0299 -1.5811 0.1305
H -0.8643 2.4270 2.4065
O -1.1673 2.3129 1.5010
H 0.6925 -2.5776 -0.4560
H 1.4554 -1.3932 -1.5197
N 0.1247 0.2480 1.1027
C 0.1775 -0.4518 -0.1248
```

- SMILES = Cc1coc(O)n1
- DFT total energy (eV) = -9813.5636
- LUMO (eV) = 0.72
- net charge = 0
- relative energy (zero: lowest compared OMol25 entry of this formula, charge and spin) (kcal per mole) = 17.32
- E_HOMO (eV) = -8.7011

This record from OMol25 describes a molecular structure, C26H23IrN7O6S2Se at a distorted geometry. The level of theory is ωB97M-V/def2-TZVPD.

```
66
C26H23IrN7O6S2Se ωB97M-V/def2-TZVPD
Se -0.2302 -1.1280 -0.0121
H 0.6976 -2.6478 -2.0591
H -2.2965 0.6582 -0.5501
H -5.0488 3.9603 1.6234
C -0.1170 -2.8989 0.3544
C -0.2536 -7.1486 1.9616
C 1.8026 1.0527 -6.0347
C -4.4200 3.2125 1.1577
O -0.4689 6.9490 -0.7992
H -0.1257 -4.1460 -2.5518
C 0.9300 1.6661 -1.9299
H 3.3088 1.4559 -3.0328
O -1.3813 5.7270 1.1142
N -0.3962 -3.4698 1.5605
N -4.8999 0.1081 -0.4112
H -0.3236 1.0716 -6.3400
C 2.5324 1.3545 -3.7739
H 3.7954 0.3627 5.3598
C 0.1696 1.3412 -4.2869
C 0.1294 -7.4223 0.6605
H -0.6565 -2.9289 2.3669
C 1.8167 1.2052 5.3293
N -2.2816 2.4580 0.4964
H 1.6810 1.1164 6.3964
C 3.0090 0.7780 4.7485
Ir -0.2159 2.5157 0.4795
C 1.2073 1.4433 -3.3372
C 0.9362 1.8425 3.1443
N 0.2098 -3.9057 -0.5048
H -2.5655 4.2810 1.4435
H 3.3949 1.0303 0.8236
C -0.4617 -5.8456 2.4027
C 3.1704 0.8713 3.3899
C -4.2809 1.2312 0.0652
C 0.8101 1.7198 4.5446
C 0.3219 -6.4117 -0.2760
H -1.1540 1.6514 -2.9844
C -0.2692 -4.8324 1.4778
O 0.5876 7.1431 1.4107
O -0.2688 2.0206 -1.5430
C 0.4851 1.1426 -5.6275
H -0.7641 -5.6348 3.4149
H 1.5802 -4.1943 -2.0411
H -5.8995 0.1620 -0.5101
C -2.8966 1.3890 -0.0306
C 0.6127 -3.7187 -1.8690
O -1.1285 1.4119 -3.9381
H 0.2812 -8.4475 0.3616
C 2.8296 1.1639 -5.1046
C 0.1171 -5.1089 0.1542
H -0.4015 -7.9640 2.6523
O -0.0536 2.3541 2.4899
N -5.0493 2.1413 0.6707
H 2.0273 0.8977 -7.0806
H 3.8585 1.1085 -5.4304
S -0.2251 6.3619 0.5023
C 2.4194 1.3752 1.1593
H 0.6060 -6.6319 -1.2915
C 2.1648 1.3849 2.5428
H -4.4036 -0.4417 -1.0902
H -0.1259 2.0283 4.9818
N 1.8952 1.4688 -1.0601
S 1.0752 4.7126 0.0430
N 1.5721 1.7027 0.1970
C -3.0522 3.3842 1.0863
H 4.0789 0.5103 2.9339
```

- DFT total energy (eV) = -139909.5706
- LUMO (alpha / beta) (eV) = 1.70 / 1.70
- net charge = -1
- E_HOMO (alpha / beta) (eV) = -4.6702 / -4.6703

This record from OMol25 describes a single C22H23N3O3 molecule at a distorted geometry. The level of theory is ωB97M-V/def2-TZVPD.

```
51
C22H23N3O3 ωB97M-V/def2-TZVPD
O -0.4558 5.9791 -0.6438
H 1.1250 -5.0270 1.9853
C -0.3728 -1.3340 -1.4956
C -0.6987 7.3626 -0.5612
C 0.5013 1.7094 1.2813
H 0.8400 -3.2577 -3.9198
H 3.0186 -1.1592 -0.8621
C -0.2257 5.2870 0.5047
H -0.8513 7.6960 -1.5864
N -0.2810 -2.4631 -2.3811
H 3.0005 -2.2079 -3.1466
H -1.5970 7.5796 0.0260
C 0.2558 3.1261 1.4610
H 2.0748 -0.2063 -2.0148
C 0.0101 3.9217 0.3520
H -1.6926 -2.0419 3.1575
N 0.5055 1.0960 0.0563
C -1.9007 -2.7990 1.1697
C -0.3195 -4.4714 0.5118
H -2.7603 -2.9477 -1.3167
C 0.8570 -2.3773 -3.2759
H -2.7583 -2.1766 0.9498
C 0.2760 -4.3986 1.7586
C -0.9397 -3.6424 -2.2582
H 0.0008 3.4890 -0.6348
C 0.2687 3.6853 2.7395
H 0.0420 5.4822 3.8670
H -2.5023 -4.6977 -1.3164
H 0.1551 7.8966 -0.1316
C 0.7612 -0.1416 0.3446
H 0.2598 -3.4538 3.6810
C -1.4090 -3.6646 0.2005
H 0.0605 -5.1543 -0.2346
C 0.8735 -1.2820 -0.5909
C 0.0346 5.0362 2.8835
H 0.4620 3.0512 3.5889
O 0.9140 -0.3374 1.6594
C 2.1185 -1.1569 -1.4793
C -2.0126 -3.7304 -1.1768
H -0.3907 6.8948 1.9307
H 0.9339 -2.1994 0.0024
H 0.7531 -1.4767 -3.8897
C -0.2120 5.8417 1.7809
H 2.2734 -3.2579 -1.9239
H -0.4035 -0.4150 -2.0918
O -0.6998 -4.5850 -2.9876
C -1.3049 -2.7253 2.4169
H -1.2741 -1.3791 -0.8906
C 2.1540 -2.3193 -2.4686
N 0.7430 0.8717 2.2577
C -0.2106 -3.5194 2.7119
```

- SMILES = COc1cccc(-c2noc([C@@H]3CCCN(C(=O)Cc4ccccc4)C3)n2)c1
- DFT total energy (eV) = -33800.1374
- LUMO (eV) = 0.72
- net charge = 0
- relative energy (zero: lowest compared OMol25 entry of this formula, charge and spin) (kcal per mole) = 69.49
- E_HOMO (eV) = -8.6722

This record from OMol25 describes a molecular structure, C26H70FeN6O14V at a distorted geometry. The level of theory is ωB97M-V/def2-TZVPD.

```
118
C26H70FeN6O14V ωB97M-V/def2-TZVPD
H -16.6833 -6.8083 17.3833
H -11.4135 -13.7593 13.2360
H -22.3689 -18.9580 10.9899
C -16.1572 -18.1092 10.8284
H -24.4426 -14.6562 13.4873
C -15.3109 -7.4888 15.4069
H -15.5040 -18.9519 8.8857
H -20.5693 -14.0869 8.4649
C -19.8018 -18.5932 12.1271
O -19.4371 -13.6917 14.8452
H -14.8982 -12.3208 12.2937
H -19.6522 -20.2146 10.6314
H -17.1374 -12.1627 13.6615
C -21.7162 -17.3808 15.7460
N -22.5319 -10.4251 13.5663
H -13.7969 -14.1676 13.7864
H -17.6153 -9.7425 15.6637
N -20.1985 -14.9940 8.7095
H -16.1246 -8.6801 11.8124
C -16.1689 -8.3116 16.4021
C -13.4142 -13.8912 12.8039
H -22.3051 -18.1528 17.5343
H -16.1698 -11.3054 10.6850
H -18.2782 -13.5304 10.7202
H -20.1171 -16.8544 17.2286
H -19.8897 -18.3826 16.4698
C -14.8052 -18.1704 11.4969
H -22.2307 -19.3785 16.2235
C -20.2280 -17.3655 16.2722
H -24.4640 -15.5558 11.9184
C -22.8050 -14.6804 12.4265
C -21.6998 -12.5113 17.9134
H -16.9308 -18.2506 11.5831
O -17.6627 -14.3444 17.6845
O -16.8816 -8.5070 9.3873
C -18.9764 -13.6130 13.4907
H -19.5790 -16.9583 15.4969
O -18.5890 -15.9152 9.9415
H -20.2115 -9.0301 14.8595
C -20.2697 -19.3526 10.8838
C -16.2712 -19.0425 9.6546
H -21.4336 -10.1808 15.3648
H -19.8169 -13.4686 12.8119
H -23.5800 -18.2594 16.2827
H -22.0657 -20.1868 9.8599
N -24.1133 -14.8525 12.5528
H -22.9633 -10.5523 12.6620
H -21.1104 -11.6160 17.7153
H -13.9146 -15.5441 11.9871
O -16.2146 -16.7291 10.3699
O -20.8304 -13.5387 17.4922
H -18.1707 -12.1240 12.2965
H -17.2152 -18.8622 9.1404
H -14.0862 -17.9695 10.7026
H -23.0391 -15.5020 10.7526
H -20.6381 -17.9300 12.3483
H -19.5342 -19.1943 12.9961
V -18.5542 -13.2044 17.0410
H -11.8787 -12.6228 11.9724
H -14.0104 -12.8758 10.9214
C -22.9867 -12.2990 17.0480
C -14.4387 -13.2118 11.8657
H -17.9417 -8.4626 11.9452
H -21.8547 -12.6122 18.9876
H -23.2817 -11.2783 17.2911
O -17.5514 -12.1211 16.5238
C -21.4465 -9.7801 13.4638
C -18.1793 -12.3001 13.3722
C -16.5162 -10.8226 9.7713
H -18.9396 -17.9468 11.9631
H -19.3224 -17.8448 10.0859
H -22.7926 -11.0608 14.3066
O -13.1015 -15.0870 12.2142
H -17.7268 -8.0853 14.9926
H -17.1885 -11.3875 9.1255
H -18.8445 -15.6445 13.1204
N -20.9492 -9.6816 14.6326
O -16.3258 -7.6441 17.6920
C -12.1926 -13.0670 12.9169
H -14.5232 -19.1742 11.8147
O -20.0059 -18.4628 9.8164
H -19.3805 -12.9672 9.5333
C -22.5134 -18.3586 16.4844
C -17.5705 -8.6780 15.8939
H -18.7114 -11.4022 13.6862
H -20.6395 -15.8427 8.3849
C -17.2966 -9.5849 10.1662
H -21.3505 -15.3898 11.2407
C -19.1977 -14.9383 9.6050
H -17.0779 -16.4144 10.0919
O -21.1050 -9.1803 12.4455
H -15.8139 -6.5739 15.0938
C -18.1734 -14.7860 13.0982
H -18.3293 -9.9011 10.0190
H -21.9219 -20.5854 11.5850
Fe -21.5914 -13.9915 15.2902
H -17.6654 -14.5052 12.1755
H -12.3408 -12.2599 13.6344
H -14.3710 -7.1550 15.8467
H -16.3215 -20.0938 9.9381
N -18.7739 -13.7066 9.8581
H -15.3111 -13.8083 11.5989
H -15.1312 -8.0703 14.5026
H -15.5938 -10.5052 9.2850
O -22.1975 -16.0455 15.6945
H -23.7587 -12.9223 17.4992
H -16.7467 -8.8029 8.4841
C -17.1137 -9.1137 11.6650
H -15.7411 -9.2962 16.5909
O -22.2236 -14.0412 13.2559
H -21.6112 -17.8627 14.7740
H -17.1456 -9.9978 12.3018
H -14.6437 -17.4943 12.3364
N -22.3346 -15.2899 11.4445
H -18.3586 -8.5141 16.6289
O -22.9884 -12.5119 15.6491
H -17.3423 -15.0045 13.7687
C -21.7264 -19.8238 10.8300
```

- DFT total energy (eV) = -125775.3684
- LUMO (alpha / beta) (eV) = -1.70 / -2.29
- net charge = 0
- E_HOMO (alpha / beta) (eV) = -9.5327 / -8.9388
- 2S+1 = 6

This record from OMol25 describes 8 unconnected molecules or ions with the total composition C28H77N8O10 at a distorted geometry. The level of theory is ωB97M-V/def2-TZVPD.

```
123
C28H77N8O10 ωB97M-V/def2-TZVPD
O 0.1326 -0.5518 -2.0250
H 5.0903 2.8762 4.7632
H 9.1686 0.0473 2.7099
N 4.5791 3.4576 5.4118
H -1.6719 0.8566 6.6872
H -3.9097 -0.2148 2.7849
C 4.3962 4.7903 4.7130
H 3.3527 -6.9362 -6.7701
H 2.3116 -8.8782 -1.0319
H 6.8189 -2.6570 3.1846
H -7.4033 -8.4992 -3.1791
O -3.7859 8.8566 -0.1063
H 4.2689 3.6988 2.8098
H -4.8903 3.6158 -4.6238
H -3.6945 10.2651 -1.7396
C 3.6050 5.8179 5.5881
H -3.9337 -4.3971 -1.2903
H 8.6843 -3.5699 4.1289
O 2.8145 -7.3033 -4.7043
C 2.2757 7.7306 5.4071
C -1.7596 -0.6555 4.0600
H -4.8583 7.4434 -1.1947
H 3.6799 5.3163 2.6836
H 2.7058 5.4310 6.0675
H -2.9831 2.5699 -5.3320
H -2.2762 7.8675 1.5568
C 2.4600 -7.1428 -2.3985
H -4.8918 1.4288 -6.1097
H -5.3938 -3.6387 -3.0370
H -8.5230 1.5919 -6.6087
H 1.7110 -6.5914 -6.4412
N -3.8262 5.1607 0.1631
O -3.0278 -0.6958 4.6512
O 10.6937 -3.1662 3.4207
H -2.9903 -4.6392 -2.5003
O 3.2483 6.9652 4.7713
H 0.7572 -0.5976 3.9388
C -3.9213 7.5242 -0.6437
C 2.7003 -6.5535 -5.9853
H 4.2977 6.0050 6.4086
C -4.0327 -0.8184 3.6842
H -4.5685 6.7751 1.2409
H -4.3790 -4.3510 -4.3844
H 0.9612 -7.0972 -3.9563
O -6.6861 2.5053 -6.0781
H 2.7007 3.9909 3.4696
H -4.2278 -1.8556 3.4116
C 2.2225 -8.6365 -2.0910
H -5.5050 -5.5821 -1.8351
N -3.5462 -5.1553 -1.8335
H 10.7145 -4.5489 4.9747
H 9.0242 -0.4958 1.0171
C -0.8460 0.8649 5.9759
C -4.4859 -7.1051 -3.0418
C 11.2852 -3.7254 4.5455
H -1.6323 0.1802 3.3719
C 8.6731 -2.0791 2.5216
C -3.7377 6.5608 0.5686
H 9.1905 -2.0519 4.5782
H -1.0269 -1.1944 6.0479
H -1.5785 6.6356 0.4972
C 9.3587 -0.7723 2.0169
C -5.2746 2.4101 -6.3902
C -6.4979 -8.1602 -2.6756
N -3.1633 3.4676 -5.7583
C -5.0399 4.9450 -6.3887
H -0.9610 1.7392 5.3353
C -5.0743 -4.5367 -3.5657
H 6.7109 -1.4879 2.1347
H -6.8166 -7.3649 -2.0018
H -5.0935 4.9265 -7.4772
H -3.6326 4.5869 0.9714
H -3.0872 7.2949 -1.3068
H 1.1989 -8.9539 -2.2900
N 0.6598 0.1120 -1.1466
H 10.4340 -0.9464 2.0569
C -0.7939 -0.4853 5.2536
H -4.0029 -7.7350 -2.2948
N 1.8775 -6.3092 -1.3909
H 0.8698 -6.2563 -1.4322
H 0.7905 -1.8164 4.8905
C -2.3631 6.8319 1.2279
H 5.3883 5.1622 4.4569
N 7.2855 -1.8071 2.9015
H -3.7435 -7.0920 -3.8398
H 2.7988 8.2933 6.1802
H 2.2136 -5.3845 -1.6192
C -3.0443 9.7922 -1.0036
C 3.6822 4.4476 3.3419
C 1.9704 -6.7492 -3.7364
H 3.7354 2.9024 5.4216
H 0.0401 1.1346 6.5506
O 1.4934 -0.3689 -0.4335
H -7.2078 1.4739 -7.7479
H -2.9704 5.0627 -0.3641
H 3.0054 -5.5176 -5.8370
H 1.9200 8.5022 4.7244
H 1.4936 7.0847 5.8061
H -2.7447 4.1077 -5.0987
N 0.5645 -0.8321 4.9021
H -2.8306 10.5625 -0.2626
H -7.2027 0.4673 -6.2722
H -2.1324 9.3983 -1.4523
H -6.0131 -8.8666 -2.0018
H -5.9966 -4.8808 -4.0337
H -4.9458 -0.5326 4.2063
H 8.7788 -2.8093 1.7192
H 11.4040 -2.9977 5.3482
H -2.2958 6.2250 2.1308
H 3.5291 -6.9311 -2.3868
H 1.8800 -5.6630 -3.7421
H -4.3888 5.7689 -6.0967
H 2.8559 -9.2799 -2.7017
C -7.4454 1.4467 -6.6845
O -5.5747 -7.7756 -3.6189
C -4.6904 -5.6800 -2.5527
H -1.5354 -1.5567 3.4892
H -6.0222 5.2893 -6.0651
H -5.2129 2.4818 -7.4761
O 0.3666 1.3313 -1.0660
H 12.2832 -4.0016 4.2051
C 9.2873 -2.7473 3.7445
C -4.6084 3.6053 -5.6766
```

- DFT total energy (eV) = -62672.0081
- LUMO (eV) = 2.17
- net charge = -1
- relative energy (zero: lowest compared OMol25 entry of this formula, charge and spin) (kcal per mole) = 120.54
- E_HOMO (eV) = -4.3650

This record from OMol25 describes a single C5H13N3 molecule at a distorted geometry. The level of theory is ωB97M-V/def2-TZVPD.

```
21
C5H13N3 ωB97M-V/def2-TZVPD
C -2.9368 -0.0519 0.1681
N 0.7748 -0.7282 1.0317
H -1.2570 -0.8573 1.8622
H 2.5210 -1.3514 -0.9627
C 2.5534 -0.3176 -0.6169
H -1.5436 -0.2780 -1.9834
C 1.2116 0.0946 -0.0192
H 0.0932 1.8125 0.6666
H 1.8028 1.8484 1.1062
N -1.0043 -0.7404 -1.2562
C 1.0971 1.5770 0.3192
H -3.5053 -0.6271 0.8993
H -3.5227 0.0081 -0.7490
H -2.8001 0.9569 0.5661
H 3.3472 -0.2330 0.1270
H 1.3127 2.1925 -0.5555
H 0.4018 -0.1220 -0.8983
N -0.8858 -1.1393 0.9618
C -1.5895 -0.6909 -0.0861
H 1.1156 -1.6753 0.8796
H 2.8139 0.3224 -1.4604
```

- SMILES = [H]/N=C(\C)NNC(C)C
- DFT total energy (eV) = -9863.9064
- LUMO (eV) = 0.98
- net charge = 0
- relative energy (zero: lowest compared OMol25 entry of this formula, charge and spin) (kcal per mole) = 56.73
- E_HOMO (eV) = -8.1878